<1>
The following is a DFT calculation (ωB97M-V/def2-TZVPD) of 2 unconnected molecules or ions with the total composition C2HClN2O.

Cartesian coordinates (Å):
C: -0.795 0.318 1.029
C: 0.172 -0.516 0.393
N: -1.753 0.915 1.321
N: 1.012 0.974 -0.870
O: 0.910 0.656 -1.986
Cl: -0.546 -1.467 -0.896
H: 1.001 -0.880 1.009

The calculation puts the LUMO energy (spin up / spin down) at -0.044 / -0.045 Ha. The HOMO-LUMO gap (spin up / spin down) comes out at 8.02 / 8.03 eV.

Atomic charges from the Löwdin analysis, expressed in e, are listed below: C -0.354; C -0.599; N 0.149; N 0.095; O -0.007; Cl 0.638; H 0.077

<2>
The following is a DFT calculation (ωB97M-V/def2-TZVPD) of a molecular structure, C2HClN2O.

Cartesian coordinates (Å):
C: -0.960 -0.096 0.001
C: 1.022 0.407 -0.007
H: 1.947 0.961 0.037
N: -0.214 0.988 -0.008
N: 1.082 -0.876 -0.022
O: -0.244 -1.219 0.007
Cl: -2.633 -0.165 -0.008

The calculation puts the LUMO energy at 0.026 Ha. The HOMO-LUMO gap comes out at 11.49 eV.

Atomic charges from the Löwdin analysis, expressed in e, are listed below: C -0.856; C -0.226; H 0.118; N 0.111; N 0.090; O -0.038; Cl 0.801

Stability summary - winner: <2>; margin: 2.710 eV.